No. 1
# H35O17

A 17-piece molecular cluster, H35O17 overall (ωB97M-V/def2-TZVPD, the Open Molecules 2025 dataset).

```
52
Properties=species:S:1:pos:R:3:forces:R:3:mulliken_charge:R:1
O -1.19611 -3.59839 1.96662 0.4279 -2.8781 -0.6148 -0.492
H -0.14226 -0.03225 1.58810 -0.1260 2.3902 1.2011 0.215
H -1.52587 -3.06222 2.62864 -0.8884 2.7741 1.8204 0.210
O -0.41774 2.20998 1.08167 0.4242 -2.3802 -0.9256 -0.645
H -1.94862 0.64093 3.48099 3.7195 4.0655 3.3767 0.228
H -2.29773 -4.53449 -1.25875 0.2781 -0.8669 0.1057 0.284
O 0.44824 1.57912 -1.12478 -3.1889 2.1616 -0.2941 -0.783
H -0.54147 1.42347 -1.34157 2.5432 0.2459 0.3561 0.425
H 0.65604 2.37555 -1.68688 -0.1030 -0.2331 0.8692 0.283
O 1.76817 4.07722 -1.63906 0.7231 0.7963 -2.8628 -0.686
H 1.44352 4.69189 -2.40390 0.8728 -1.6101 2.0825 0.308
H 5.23043 -0.49842 -0.28531 2.2846 -1.0908 0.8388 0.271
O 0.74393 2.08077 -4.10640 -0.7709 0.6466 -0.8368 -0.528
H 1.40166 0.87117 -2.04925 0.0155 -0.2786 -0.8114 0.451
O 2.23433 -2.08730 1.53196 1.6920 6.0821 -0.6532 -0.634
H 1.91597 -2.91397 1.65163 -1.9295 -3.6266 1.4449 0.276
H 1.23500 -4.00876 -3.95568 0.3594 -3.7512 -4.9710 0.258
O -5.41042 0.79403 1.44419 -1.0568 -0.2536 -3.3288 -0.683
H 2.04046 -1.34611 2.19964 0.4550 -2.3158 -0.6425 0.358
H -5.46731 -0.12919 1.14701 -0.2683 -0.4435 1.1253 0.335
O 1.32056 0.03157 -2.51041 1.3810 -2.9258 0.4600 -0.671
H -0.04669 2.48659 -4.53989 1.1412 -0.6275 0.2869 0.287
H 1.47982 -0.52171 -1.69513 -0.0038 0.2353 -1.5086 0.257
O 1.97564 -0.09389 3.69010 3.3607 4.1959 -0.1306 -0.689
H -1.08862 -3.55306 -1.47251 0.1779 -0.6810 -0.1761 0.308
H 1.38821 -0.47553 4.30856 -0.6622 -0.1414 1.5929 0.303
O 1.05296 -3.64228 -3.17544 -0.1656 3.2007 3.8641 -0.531
H 3.34976 3.68622 0.43770 0.6493 0.6766 -2.5657 0.260
H 1.59678 -2.86899 -3.40272 -0.2861 0.6492 1.2427 0.293
O -2.64011 -1.28341 -0.76733 3.7142 1.0491 1.8656 -0.538
H -2.58539 -1.95808 -0.03672 -0.2005 -0.3275 -1.0348 0.466
H 0.61024 -1.07307 0.91873 0.6998 -0.9217 -0.2693 0.257
O -2.38958 0.01937 3.06072 -4.1332 -5.2730 -3.9078 -0.576
H -1.59115 -1.12232 -0.85678 -2.6143 -0.7426 -0.2162 0.418
H -2.06536 -0.89799 3.13391 0.2901 1.3661 0.3602 0.282
O -3.19710 0.87029 0.28262 -2.2684 -3.6958 1.3060 -0.622
H -2.55997 1.29105 0.77514 3.7547 2.6990 1.1590 0.298
H -3.55009 0.45089 1.18919 -0.4143 1.2045 -2.2247 0.465
O -0.28826 -0.82610 1.13577 -0.9142 -1.4812 -1.2806 -0.381
H -5.59070 1.09816 0.47118 0.4742 0.4205 2.6637 0.372
H 0.06623 2.96253 1.34512 0.6202 1.4934 0.7293 0.225
O 4.67397 0.03365 -0.77993 -3.5333 1.1257 -0.6266 -0.546
H 5.00687 0.59972 -1.45671 1.1890 -0.0415 -0.2283 0.289
H 0.24313 1.78955 0.38961 -1.6761 1.1947 1.2664 0.432
O -2.04508 -3.64159 -1.44102 -0.2031 1.1037 -0.0046 -0.587
H 2.61664 3.69756 -2.03109 -1.5999 0.7049 0.6574 0.359
H -1.33636 -4.41760 2.49942 0.4633 0.0031 -1.2394 0.307
O 3.18076 3.40537 1.29365 3.7650 -4.9694 0.1043 -0.534
H 2.58956 3.96784 1.59129 -4.4932 4.3356 2.5281 0.264
H -2.77735 -0.35287 -0.16386 -0.6623 0.5526 -0.8783 0.442
H 1.18484 1.52321 -4.77653 -0.4836 0.3292 0.5202 0.295
H 2.54648 0.78293 4.11401 -2.8302 -4.1454 -1.5953 0.347
```
Forces are in eV/Å.

Calculated values
Frontier orbital gap, eV: 9.7
Energy, hartree: -1299.63501
Relative energy (zero: lowest compared OMol25 entry of this formula, charge and spin), kJ/mol: 719.19
Net charge: +1
Maximum force, eV Å⁻¹: 7.76

***

No. 2
# H36LiO18

H36LiO18 as an isolated structure (ωB97M-V/def2-TZVPD, the Open Molecules 2025 dataset).

```
55
Properties=species:S:1:pos:R:3:forces:R:3:mulliken_charge:R:1
Li -0.36965 0.46005 -0.36102 0.2172 0.1465 0.2221 0.652
O 2.98192 -2.29030 -1.51699 -0.0169 0.4921 -0.0814 -0.633
H 2.68676 -2.69145 -2.33442 -0.0737 -0.0766 -0.2498 0.256
H 2.85432 -2.97075 -0.85598 0.0314 -0.3481 0.5410 0.311
O -0.84410 2.28819 -1.08281 -0.1986 -0.3928 -0.0199 -0.500
H -0.16310 2.94171 -0.92348 0.6646 0.0777 0.1171 0.265
H -1.64432 2.79967 -1.20227 -0.3715 -0.0297 -0.0429 0.249
O 1.36365 2.28894 3.64948 -0.3003 -1.2644 0.6385 -0.674
H 1.77083 2.84499 2.98523 0.0809 0.5452 -0.0173 0.425
H 0.61052 2.79382 3.95629 -0.0121 0.3577 0.1842 0.277
O 2.46722 -0.46807 2.12376 0.0135 0.0118 -0.0083 -0.590
H 2.13080 -0.70878 2.98697 0.0413 0.0695 0.4672 0.226
H 3.19054 -1.07585 1.97006 0.2923 -0.1910 -0.3189 0.265
O -2.69879 -0.90835 3.17061 -0.0995 -0.3890 -0.0123 -0.642
H -2.90854 -0.06413 3.57000 -0.0381 0.2111 0.1861 0.301
H -2.13949 -0.68895 2.42543 0.3374 0.1835 -0.3174 0.350
O 0.61811 -3.74743 -2.86960 -0.0583 0.4073 0.1515 -0.607
H 1.38832 -4.31267 -2.81039 0.0925 -0.4467 0.0413 0.307
H 0.51594 -3.57839 -3.80621 -0.0783 -0.1524 -0.2993 0.310
O -1.78697 -0.92686 -0.32276 0.3215 0.2340 0.1688 -0.297
H -2.69863 -0.64197 -0.25980 -0.5362 0.1424 -0.0449 0.190
H -1.83570 -1.80640 -0.69726 0.2372 -0.2742 -0.1476 0.196
O 0.23265 -0.24687 -4.14327 0.0146 0.0119 0.1437 -0.525
H 0.27214 0.29310 -4.93263 0.0184 0.2877 -0.1999 0.259
H 0.10285 -1.13782 -4.46821 -0.0515 -0.2238 -0.0038 0.239
O 1.93466 3.47443 -1.03574 -0.5401 0.0892 0.3093 -0.544
H 1.63092 4.29623 -1.42126 0.0290 0.4087 -0.1544 0.288
H 2.51414 3.09828 -1.69826 0.3749 -0.2593 -0.0266 0.248
O 2.45228 -4.14875 1.28556 0.3227 0.2220 -0.4461 -0.614
H 2.80513 -4.50947 2.09895 0.1427 -0.2218 0.1193 0.293
H 1.71643 -3.60363 1.56411 -0.5857 0.0954 0.1633 0.356
O -4.65338 -0.50583 -0.84958 0.2958 0.0315 0.4418 -0.649
H -5.04735 -1.31193 -0.51610 -0.1240 -0.3758 0.1220 0.233
H -5.39892 0.05618 -1.06069 -0.4395 0.3017 -0.0047 0.340
O 0.12100 0.73262 1.65153 -1.0978 -0.2964 -1.0637 -0.282
H 0.90621 0.19941 1.77547 0.5987 -0.2663 -0.0575 0.438
H 0.10836 1.32041 2.40689 0.2843 0.4933 0.3195 0.167
O 1.51406 4.13155 1.87896 -0.1764 0.2771 -0.2026 -0.662
H 1.61586 5.06095 1.67384 0.1308 0.2912 0.1209 0.286
H 1.84239 3.67718 1.10308 0.1595 -0.1455 -0.6710 0.337
O 1.18219 -0.08221 -1.51252 -0.4462 0.7970 0.7305 -0.423
H 0.93926 0.02713 -2.43191 -0.2772 0.0848 -0.7388 0.389
H 1.67728 -0.90113 -1.49086 0.6517 -0.8012 0.2773 0.246
O 0.09280 -3.10833 2.87976 0.3645 -0.0278 -0.3023 -0.603
H -0.78799 -2.81281 3.11016 -0.4155 0.1268 0.0670 0.273
H 0.63556 -2.84834 3.62412 0.0382 -0.0099 0.3255 0.300
O -3.89475 2.08952 1.06712 0.2620 0.2289 0.0086 -0.617
H -4.58314 1.65005 1.56632 -0.2351 -0.0876 0.1648 0.313
H -3.67483 1.47371 0.36809 -0.0313 -0.1843 -0.1555 0.290
O 3.86172 1.26769 -0.27509 0.3777 0.2316 -0.1253 -0.633
H 3.33833 1.32121 0.52456 -0.1582 -0.0838 0.2854 0.275
H 3.24383 0.98104 -0.94760 -0.3000 -0.3556 -0.1199 0.288
O -4.13839 0.53923 -3.32022 0.0340 0.4822 -0.2738 -0.636
H -3.91341 -0.22554 -3.85007 0.0198 -0.1338 -0.1893 0.298
H -4.13753 0.21570 -2.41934 0.2126 -0.3021 -0.0214 0.399
```
Forces are in eV/Å.

Calculated values
Frontier orbital gap, eV: 10.7
Energy, hartree: -1383.35644
Net charge: +1
Maximum force, eV Å⁻¹: 1.56

***

No. 3
# H36O18

A 18-piece molecular cluster, H36O18 overall (ωB97M-V/def2-TZVPD, the Open Molecules 2025 dataset).

```
54
Properties=species:S:1:pos:R:3:forces:R:3:mulliken_charge:R:1
O -2.70236 -2.31433 2.42118 -0.4389 -0.1622 0.6398 -0.591
H -3.48302 -1.74192 2.51262 -0.2463 -0.0069 -0.0902 0.264
H -2.05533 -1.96748 3.05268 0.1283 0.2774 -0.1500 0.348
O -1.62041 4.29500 -4.48829 -0.3640 0.1521 0.9333 -0.631
H -2.18676 3.86554 -3.82861 0.0454 -0.3595 -0.4999 0.313
H -1.42989 5.10044 -3.99099 0.3309 0.2101 -0.4322 0.317
O 2.23228 4.03867 -1.37285 0.3590 0.9204 -0.8083 -0.644
H 1.92726 3.62508 -2.19000 -0.5257 -0.2475 0.7864 0.313
H 1.81549 3.75868 -0.55180 -0.1455 -0.4525 -0.2605 0.391
O 4.19952 2.04342 -1.52232 0.1711 -0.1094 0.0056 -0.591
H 3.69404 2.50780 -2.19558 0.4098 0.3702 -0.0170 0.262
H 3.50543 1.43148 -1.26255 0.4555 -0.1893 0.1738 0.377
O 0.85346 -2.47454 0.15544 0.6610 -0.2298 0.8329 -0.613
H 1.66434 -1.96002 0.28960 -0.1086 0.3874 -0.6654 0.211
H 1.13392 -3.25519 0.65595 -0.6168 -0.3703 -0.2157 0.293
O -0.33202 -3.71951 2.72367 -1.2523 0.2015 -0.8538 -0.685
H -0.60268 -3.02753 2.09125 0.8343 -0.1101 -0.2803 0.304
H -1.26315 -3.97916 2.85331 0.4541 -0.7464 0.6566 0.389
O -4.81915 -0.26574 -0.36317 0.2375 -0.1650 -0.6704 -0.666
H -4.42006 0.52192 0.01772 0.0404 -0.0204 0.0370 0.335
H -4.06098 -0.76292 -0.72442 -0.2170 0.2968 0.1878 0.313
O -5.43807 -1.26764 2.01857 -0.0259 0.2210 0.4223 -0.594
H -5.87855 -0.63480 2.59266 -0.1000 -0.0098 -0.0525 0.249
H -5.69938 -1.04602 1.10578 0.3526 0.0702 0.3000 0.340
O 1.30279 -1.56067 -4.51069 0.9084 -0.0663 -0.2197 -0.630
H 1.29515 -2.19743 -5.23553 -0.4756 -0.0379 0.0508 0.291
H 2.25975 -1.39842 -4.46055 -0.2847 0.0895 0.1107 0.292
O -2.15445 -1.39107 -0.00086 -0.5269 -0.5900 -0.1659 -0.733
H -1.31361 -1.84556 -0.14808 -0.4173 -0.3246 -0.2604 0.244
H -2.65194 -2.00440 0.58203 0.6408 0.6028 -0.1070 0.399
O 3.64227 -1.88862 -1.34888 0.6050 0.7468 0.3063 -0.618
H 4.23940 -1.45288 -0.71709 -0.0491 -0.5006 0.1241 0.335
H 3.71002 -1.22203 -2.05041 -0.4470 -0.1738 -0.0981 0.298
O 0.05056 0.08449 -0.37705 0.6475 0.7704 -0.0784 -0.521
H -0.77494 0.56544 -0.27957 -0.1065 -0.1533 -0.0203 0.220
H -0.10755 -0.78287 -0.00141 0.2205 0.1350 0.2580 0.386
O -5.10330 -3.89645 1.34246 0.2445 -0.3911 -0.1885 -0.613
H -4.97168 -3.44382 0.50472 -0.1245 -0.0456 -0.0575 0.292
H -4.36413 -3.59414 1.88215 -0.1143 -0.0469 0.0951 0.345
O 2.21703 0.47610 -2.31228 -0.4938 -0.7981 -0.6731 -0.602
H 1.79172 0.33158 -1.45389 -0.4667 -0.1281 -0.2770 0.376
H 1.80240 -0.19369 -2.90081 -0.0041 0.7046 0.6647 0.247
O 1.96278 5.40454 0.93606 -0.6197 -0.0991 0.5494 -0.612
H 2.86875 5.50970 1.23443 0.0620 0.1444 -0.2740 0.295
H 1.77622 6.03826 0.23962 0.4204 0.0400 -0.0673 0.300
O 4.47600 0.77949 1.62500 -2.4546 1.1601 0.3790 -0.593
H 3.56545 0.58075 1.31444 0.8322 -0.9449 -0.4121 0.210
H 4.09305 1.59431 2.03934 1.5191 -0.2208 0.0538 0.360
O 1.39874 2.61599 1.49959 0.8689 -0.3360 0.0887 -0.600
H 0.76132 3.33086 1.55361 -0.2218 -0.1787 -0.2481 0.259
H 1.08502 1.84457 1.01382 -0.6347 0.2870 0.0662 0.324
O -0.03005 -1.13150 3.38118 0.0125 -0.1401 0.1025 -0.659
H -0.09454 -1.16624 4.34313 0.1127 0.1621 -0.0355 0.286
H 0.34758 -2.00233 3.16115 -0.0920 0.4054 0.3545 0.416
```
Forces are in eV/Å.

Calculated values
Frontier orbital gap, eV: 9.8
Energy, hartree: -1375.84997
Relative energy (zero: lowest compared OMol25 entry of this formula, charge and spin), kJ/mol: 359.53
Maximum force, eV Å⁻¹: 2.74

***

Q: Among the records above, which one has the highest energy?
A: H35O17